(1)
# C53H80CrN3P2

A structure of composition C53H80CrN3P2 at a distorted geometry (wB97M-V/def2-TZVPD, the OMol25 dataset).

Calculated values
<S²> = 0.794
Gap between HOMO and LUMO (spin up / spin down) = 6.64 / 6.45 eV
HOMO level (spin up / spin down) = -6.19 / -6.28 eV
Charge = 0
Multiplicity = 2

Each line ends with the Löwdin charge.
Positions of all 139 atoms, in Å:
H: 3.097 1.748 0.136  0.084
H: 0.902 -1.097 -4.739  0.083
H: 1.744 0.459 4.836  0.056
H: -0.664 7.406 -0.328  0.076
N: -1.222 -0.852 -1.401  0.091
H: -3.285 2.743 2.042  0.115
C: 1.326 -0.631 -3.844  -0.102
C: 3.244 -1.296 2.336  -0.104
H: 1.521 2.456 -5.404  0.066
H: 2.611 1.888 2.622  0.046
H: -2.706 -0.793 -4.649  0.083
H: 0.790 3.696 2.944  0.077
H: -3.244 2.985 -2.322  0.078
H: -4.443 -0.784 -2.776  0.094
H: 2.875 3.837 -0.585  0.072
H: -5.476 -0.505 5.064  0.075
H: 2.921 1.423 -5.154  0.062
H: -4.504 -2.125 -1.622  0.074
C: 3.387 -2.019 -1.352  -0.066
H: -2.400 7.315 -0.613  0.071
H: -3.178 -2.439 -5.099  0.092
H: 1.527 0.820 -6.043  0.088
C: -2.520 -1.849 -4.459  -0.037
C: 0.433 -1.848 3.996  -0.088
H: -0.383 3.673 -2.691  0.063
C: -1.396 2.732 0.538  -0.258
H: -4.540 1.999 3.977  0.112
H: 0.525 2.070 2.271  0.054
H: 1.006 -2.736 2.160  0.064
H: 2.887 1.155 5.964  0.081
C: -2.896 2.414 -1.459  -0.037
H: 3.945 3.527 -2.765  0.077
C: 2.778 0.417 5.166  -0.062
H: 3.111 -2.123 3.062  0.155
C: 5.283 -1.895 0.992  -0.096
H: -2.512 -1.741 3.915  0.097
C: 1.787 3.476 -2.444  -0.662
C: 5.100 1.104 -0.233  -0.062
H: 4.714 0.954 4.606  0.117
C: 3.408 2.054 3.347  -0.053
H: 7.010 0.357 -0.863  0.107
H: -0.616 2.736 3.427  0.091
C: -3.110 -2.735 0.819  -0.119
C: -2.191 4.679 -0.639  -0.026
H: 5.408 1.265 0.791  0.094
C: 0.037 2.992 2.588  -0.025
C: -4.416 -0.389 5.304  -0.063
C: -1.606 7.025 0.075  -0.055
C: -4.262 -1.852 -2.649  -0.025
H: 5.742 -2.441 0.174  0.118
C: 3.784 0.752 4.067  -0.371
C: -3.811 1.326 3.537  -0.043
H: -0.465 -4.290 2.449  0.064
H: 1.677 0.093 2.811  0.088
C: 1.795 -0.735 2.108  -0.356
C: 3.792 1.375 -0.607  -0.129
H: -2.763 5.102 -1.460  0.114
H: -4.924 -2.398 -3.321  0.094
H: -4.054 -1.348 5.674  0.070
H: -1.780 7.531 1.026  0.076
H: -3.244 -1.886 0.148  0.054
H: -0.955 0.814 -3.291  0.035
C: 0.541 4.072 -3.107  -0.088
H: 3.065 2.808 4.059  0.082
C: 3.340 1.143 -1.910  -0.359
H: 1.830 -4.087 0.933  0.081
C: -0.839 4.956 1.297  -0.018
H: 0.809 -1.048 -2.976  0.054
H: 0.546 3.912 -4.186  0.064
H: 2.962 -0.565 5.603  0.080
C: -2.127 3.293 -0.510  -0.220
H: 1.153 -2.683 0.059  0.034
C: 3.317 -2.796 -0.031  -0.341
C: 0.691 -1.753 2.498  -0.410
H: 0.533 5.152 -2.937  0.089
H: -0.588 2.178 -4.342  0.062
H: 1.800 5.142 -1.079  0.089
H: 2.621 -1.244 -1.367  0.044
H: 4.354 -1.536 -1.495  0.059
N: 1.593 -0.206 0.757  -0.144
C: -0.747 3.580 1.450  -0.224
H: 2.499 0.003 0.348  -0.002
C: -2.685 -0.753 3.500  -0.070
H: 1.359 -2.049 4.537  0.068
H: 3.207 -2.693 -2.195  0.090
C: -3.101 1.752 2.437  -0.014
H: -3.768 1.980 -0.961  0.087
N: -1.371 1.325 0.727  -0.063
C: 6.121 -1.156 1.832  -0.085
H: 3.970 0.419 -3.841  0.082
H: 0.001 -0.929 4.390  0.072
H: -0.682 0.560 -5.023  0.081
C: -1.555 5.531 0.251  -0.278
H: -1.486 -2.072 -4.722  0.082
C: 1.939 -3.436 0.063  -0.072
H: 4.015 -3.634 -0.122  0.127
C: -1.504 -4.065 2.212  -0.103
C: 4.259 0.628 -2.825  -0.111
C: -1.947 -0.350 2.384  -0.277
C: 5.995 0.587 -1.157  -0.082
C: 1.138 0.891 -3.937  -0.666
H: -2.818 -3.992 -1.745  0.070
H: -0.256 -2.661 4.228  0.062
H: -1.966 -4.988 1.851  0.080
H: -1.138 -3.341 0.241  0.086
C: 1.835 1.434 -5.191  -0.081
C: -1.636 -2.977 1.150  -0.504
C: -0.363 1.132 -4.147  -0.113
C: -2.131 0.924 1.816  -0.297
H: 1.123 3.682 -0.364  0.061
H: 4.269 2.458 2.812  0.079
H: 2.369 -0.926 -3.777  0.058
C: -2.549 -3.704 -2.760  -0.025
H: -3.551 -3.624 0.360  0.073
C: 5.532 -0.345 2.813  -0.093
H: -4.348 0.330 6.122  0.075
H: -2.288 1.580 -1.806  0.033
H: -1.499 -3.948 -2.923  0.094
H: -3.676 -2.512 1.725  0.077
H: -2.013 -3.790 3.137  0.066
P: -0.781 -1.354 1.453  1.068
H: -0.326 5.598 2.007  0.120
H: 7.192 -1.165 1.689  0.099
H: 3.014 3.601 -4.266  0.063
C: 4.191 -0.312 3.047  -0.118
P: 1.583 1.602 -2.245  1.185
H: 6.173 0.307 3.398  0.113
C: 3.922 -1.954 1.112  -0.091
C: 5.569 0.351 -2.455  -0.087
H: -3.151 -4.284 -3.461  0.093
Cr: -0.015 0.079 -0.171  0.318
C: -3.623 0.060 4.106  -0.289
C: -2.813 -2.209 -2.999  -0.565
C: 3.031 3.907 -3.221  -0.078
C: 1.903 4.054 -1.026  -0.089
C: -1.916 -1.452 -2.103  -0.094
H: 3.081 5.000 -3.199  0.091
H: 1.801 -4.061 -0.824  0.084
H: 6.254 -0.055 -3.188  0.108

(2)
# C10H10ClN5OS

An isolated molecule of C10H10ClN5OS at a distorted geometry (wB97M-V/def2-TZVPD, the OMol25 dataset).

Calculated values
Gap between HOMO and LUMO = 9.32 eV
SMILES = Cn1cnnc1SCC(=O)Nc1ccc(Cl)cn1
HOMO level = -8.85 eV
Charge = 0

Each line ends with the Löwdin charge.
Positions of all 28 atoms, in Å:
C: -1.247 1.658 1.850  -0.322
Cl: 2.677 -1.983 -2.002  0.683
H: -0.602 -1.265 3.321  0.160
N: 0.108 -1.927 0.991  0.136
H: -1.803 -1.209 -1.616  0.081
H: 0.520 -3.213 -0.538  0.109
C: 2.188 -0.334 0.091  -0.091
S: -1.996 0.876 0.377  1.011
H: -1.029 -1.111 -3.219  0.098
H: 0.894 0.642 -3.453  0.121
C: 1.452 0.035 1.201  -0.011
H: -0.296 2.070 1.519  0.061
H: -1.912 2.455 2.180  0.090
C: 0.803 -2.280 -0.072  -0.172
N: 0.293 1.966 -0.634  0.002
C: -1.137 0.636 2.967  -0.544
C: 0.395 -0.784 1.601  -0.347
H: 1.698 0.931 1.749  0.124
H: 3.003 0.279 -0.259  0.115
C: 0.512 0.955 -2.504  -0.173
C: 1.837 -1.502 -0.575  -0.670
N: -0.628 0.461 -1.943  -0.099
H: -2.431 -0.083 -2.835  0.098
N: 1.057 1.841 -1.729  0.022
C: -0.714 1.142 -0.764  -0.654
C: -1.525 -0.543 -2.434  -0.032
N: -0.389 -0.480 2.718  0.128
O: -1.729 0.768 4.012  0.077

(3)
# C43H45ClFN4OP2SScSi

A structure of composition C43H45ClFN4OP2SScSi (wB97M-V/def2-TZVPD, the OMol25 dataset).

Calculated values
Gap between HOMO and LUMO = 7.55 eV
HOMO level = -7.30 eV
ΔE to the lowest compared entry with this formula, charge and spin = 0.0 kcal per mole
Charge = 0

Each line ends with the Löwdin charge.
Positions of all 100 atoms, in Å:
N: 1.023 -0.524 5.473  0.062
H: 3.573 4.759 0.387  0.032
C: -0.353 4.680 -2.900  -0.081
H: -0.798 -2.237 3.950  0.027
H: -2.120 6.328 0.870  0.106
C: -3.020 -3.488 -0.066  -0.122
H: -4.025 2.493 0.547  0.123
C: -2.075 5.247 0.842  -0.083
H: 0.037 -5.397 -1.446  0.106
H: 3.258 1.349 2.398  0.026
C: -0.893 5.954 -3.034  -0.081
C: -2.560 3.774 -2.659  -0.114
C: -2.435 -1.100 -4.484  -0.108
C: -3.247 4.515 0.709  -0.104
C: -0.654 -3.903 -0.078  -0.114
H: 4.739 -3.006 0.513  0.111
C: -0.693 3.228 0.899  -0.338
C: -1.395 0.958 -3.704  -0.376
H: 1.446 3.152 3.953  0.004
C: 1.187 1.993 -3.067  -0.363
Sc: 0.258 0.391 0.919  0.685
C: 1.771 3.939 3.270  -0.164
H: -2.686 7.129 -3.098  0.100
S: -0.222 0.686 3.474  0.640
H: -3.204 -1.089 -6.475  0.106
C: 1.539 1.768 -4.397  -0.080
C: -0.774 -2.856 3.054  -0.250
C: -3.157 3.130 0.659  -0.028
Cl: -1.570 -1.135 -1.955  0.771
H: 0.783 1.513 -5.127  0.092
N: 1.846 -0.888 2.065  -0.085
C: 1.012 -0.352 4.110  -0.889
C: -3.189 -4.454 -1.050  -0.090
C: -3.052 -1.372 2.236  -0.271
H: 1.875 -0.905 5.854  0.092
C: -1.707 1.530 -4.943  -0.105
H: 0.046 5.245 1.026  0.081
H: 2.172 -0.655 -2.995  0.108
O: 1.377 -0.223 -0.564  -0.227
H: -1.388 -3.745 3.203  0.056
H: 4.263 2.503 1.523  0.040
C: -2.094 -5.144 -1.547  -0.089
C: -1.914 2.569 0.755  -0.225
H: 3.465 -2.080 2.187  0.127
C: 2.800 -1.547 1.507  -0.080
H: 4.894 2.207 -4.192  0.102
H: -4.207 5.005 0.634  0.101
H: -4.181 -4.663 -1.430  0.103
P: -0.518 1.895 -2.378  1.125
H: -0.235 6.802 -3.176  0.102
H: 3.126 1.657 -5.832  0.102
H: -2.573 1.280 -6.883  0.105
H: -3.883 -2.950 0.302  0.094
H: 2.136 5.671 0.813  0.025
C: 3.520 2.381 -2.553  -0.065
C: -0.824 -4.868 -1.057  -0.079
H: 4.063 -2.127 -3.617  0.104
C: -0.837 4.629 0.935  -0.025
C: -1.797 -0.360 -3.495  -0.621
N: 1.909 -1.012 3.452  -0.021
C: 3.797 -2.004 -2.575  -0.070
H: -3.666 -2.220 2.541  0.052
H: 3.273 1.351 0.627  0.018
N: 0.482 2.507 0.962  -0.179
H: 0.570 0.194 6.011  0.071
C: -2.265 6.138 -2.991  -0.092
C: 3.109 -1.676 0.099  -0.152
C: 2.195 2.290 -2.154  -0.133
C: 2.866 1.843 -4.798  -0.081
H: -2.887 -0.715 3.090  0.025
H: 0.345 -3.671 0.278  0.104
C: 2.381 -1.006 -0.898  -0.332
C: 2.481 4.709 0.428  -0.165
H: 0.258 -3.151 2.874  0.036
H: 2.739 4.319 3.610  0.036
P: -1.408 -1.885 1.642  0.861
C: 3.859 2.153 -3.878  -0.082
H: 2.114 4.608 -0.595  0.014
H: 1.050 4.758 3.329  0.029
C: -1.180 3.576 -2.716  -0.367
F: -1.837 1.168 0.690  -0.100
H: -2.723 -2.122 -4.274  0.102
H: -2.228 -5.893 -2.316  0.102
H: 4.287 2.610 -1.823  0.108
C: 4.530 -2.670 -1.590  -0.096
H: -3.568 -0.804 1.462  0.040
C: 2.739 -1.184 -2.239  0.000
C: -3.099 5.041 -2.806  -0.088
Si: 1.939 3.276 1.535  0.378
H: 1.926 2.429 -1.117  0.050
C: -1.752 -3.204 0.431  -0.436
H: -3.219 2.927 -2.503  0.111
C: -2.703 -0.515 -5.706  -0.078
C: 4.181 -2.499 -0.268  -0.045
H: 5.360 -3.309 -1.862  0.097
H: -4.172 5.177 -2.764  0.104
H: -1.446 2.567 -5.117  0.113
C: 3.297 1.990 1.515  -0.153
C: -2.348 0.810 -5.934  -0.075
H: 0.722 4.547 -2.945  0.097

(4)
# H12MnO6

A structure of composition H12MnO6 at a distorted geometry (wB97M-V/def2-TZVPD, the OMol25 dataset).

Calculated values
<S²> = 8.752
Gap between HOMO and LUMO (spin up / spin down) = 10.55 / 12.94 eV
HOMO level (spin up / spin down) = -17.66 / -20.04 eV
ΔE to the lowest compared entry with this formula, charge and spin = 22.2 kcal per mole
Charge = +2
Multiplicity = 6

Each line ends with the Löwdin charge.
Positions of all 19 atoms, in Å:
O: 1.722 1.056 -0.908  -0.020
O: -1.527 -1.211 0.604  -0.019
O: 0.390 -1.349 -1.518  -0.015
H: 1.489 -1.870 1.669  0.120
H: 1.645 2.004 -1.022  0.091
H: 1.004 -0.532 2.185  0.082
H: 2.535 0.826 -1.357  0.103
H: 0.002 -1.655 -2.338  0.115
H: -0.058 1.367 2.503  0.110
H: 1.002 -2.042 -1.269  0.102
O: -1.131 1.118 -1.192  -0.017
O: 1.241 -0.992 1.380  -0.007
H: -0.775 2.162 1.432  0.108
Mn: 0.052 -0.023 0.040  0.824
H: -2.273 -0.850 1.083  0.108
H: -1.275 2.007 -1.516  0.116
O: -0.286 1.351 1.574  -0.010
H: -1.876 -1.987 0.166  0.109
H: -1.883 0.620 -1.514  0.100

- charge of number 3 (C43H45ClFN4OP2SScSi)?
  0